1.
ORCA calculation (ωB97M-V with the def2-TZVPD basis set) on C58H74BrCl2N8O5RbS2Si as an isolated structure.

Geometry (Å):
Rb: -0.017 0.612 0.290
Cl: -0.707 2.377 2.658
C: -0.551 3.728 3.761
C: -1.497 3.783 4.770
C: -1.452 4.787 5.723
C: -0.436 5.728 5.647
C: 0.492 5.674 4.622
Cl: 1.715 6.917 4.613
C: 0.492 4.685 3.593
S: 1.614 4.667 2.297
H: -2.278 3.032 4.803
H: -2.188 4.829 6.517
H: -0.360 6.518 6.385
C: 2.866 -2.110 -1.104
Si: 3.354 -0.723 -2.291
C: 5.105 -0.198 -1.781
C: 3.531 -1.566 -3.991
N: 2.222 0.530 -2.251
C: 2.442 1.763 -2.777
C: 3.518 2.098 -3.650
C: 3.744 3.378 -4.136
C: 2.900 4.423 -3.788
C: 1.823 4.146 -2.946
C: 1.592 2.866 -2.481
O: 0.533 2.591 -1.603
C: -0.566 3.425 -1.637
C: -1.279 3.644 -2.811
C: -2.430 4.418 -2.783
C: -2.875 4.975 -1.588
C: -2.139 4.772 -0.429
C: -0.976 4.010 -0.455
H: 3.758 -2.525 -0.621
H: 2.370 -2.946 -1.616
H: 2.210 -1.763 -0.293
H: 5.665 -1.009 -1.300
H: 5.024 0.628 -1.062
H: 5.696 0.168 -2.629
H: 4.021 -2.547 -3.919
H: 4.110 -0.947 -4.689
H: 2.536 -1.711 -4.438
H: 4.196 1.300 -3.936
H: 4.597 3.562 -4.781
H: 3.072 5.432 -4.142
H: 1.164 4.949 -2.638
H: -0.938 3.202 -3.741
H: -2.983 4.570 -3.702
H: -3.780 5.571 -1.566
H: -2.455 5.217 0.509
H: -0.356 3.907 0.430
C: -1.379 0.723 -7.398
C: -2.719 1.313 -7.829
S: -3.675 1.998 -6.472
O: -2.759 2.454 -5.459
O: -4.620 2.920 -7.055
C: -4.634 0.635 -5.839
C: -3.954 -0.261 -4.797
N: -3.724 0.304 -3.465
C: -2.512 0.465 -2.893
N: -2.612 0.859 -1.627
C: -3.919 1.008 -1.365
C: -4.644 0.655 -2.475
N: -6.049 0.569 -2.569
O: -6.696 0.937 -1.626
O: -6.542 0.119 -3.586
C: -1.225 0.216 -3.603
H: -0.742 0.562 -8.267
H: -1.497 -0.235 -6.885
H: -0.867 1.410 -6.723
H: -3.371 0.591 -8.326
H: -2.596 2.179 -8.481
H: -4.901 0.042 -6.717
H: -5.543 1.078 -5.445
H: -2.985 -0.582 -5.167
H: -4.580 -1.137 -4.675
H: -4.297 1.341 -0.408
H: -1.187 0.790 -4.528
H: -1.098 -0.842 -3.831
H: -0.393 0.532 -2.968
C: -0.682 -5.267 0.218
C: 0.222 -4.774 1.329
C: 0.740 -5.692 2.256
C: 1.565 -5.214 3.275
C: 2.123 -6.184 4.292
C: 1.913 -3.873 3.354
C: 1.479 -2.893 2.385
C: 0.565 -3.442 1.403
N: 1.743 -1.590 2.296
C: 2.800 -0.829 2.951
C: 3.905 -1.584 3.725
C: 4.982 -0.621 4.254
C: 5.629 0.148 3.100
C: 4.545 0.949 2.373
C: 3.878 1.928 3.342
C: 3.239 1.149 4.496
C: 4.326 0.360 5.234
C: 2.182 0.181 3.939
C: 3.500 -0.030 1.831
H: -1.232 -6.159 0.529
H: -0.096 -5.527 -0.671
H: -1.400 -4.497 -0.069
H: 0.487 -6.749 2.196
H: 1.476 -7.058 4.392
H: 2.234 -5.716 5.274
H: 3.112 -6.538 3.983
H: 2.510 -3.572 4.200
H: 0.153 -2.749 0.671
H: 4.354 -2.352 3.082
H: 3.470 -2.081 4.592
H: 5.747 -1.205 4.778
H: 6.097 -0.561 2.405
H: 6.413 0.817 3.476
H: 4.991 1.507 1.545
H: 3.115 2.511 2.822
H: 4.616 2.640 3.734
H: 2.760 1.851 5.186
H: 3.894 -0.191 6.077
H: 5.077 1.049 5.642
H: 1.397 0.743 3.425
H: 1.712 -0.381 4.758
H: 3.970 -0.740 1.141
H: 2.735 0.500 1.259
C: -4.028 -0.268 2.850
C: -4.688 -1.368 3.732
N: -3.652 -2.155 4.412
C: -2.821 -2.825 3.398
C: -2.221 -1.771 2.427
N: -2.574 -0.419 2.875
C: -2.079 -0.243 4.246
C: -2.805 -1.240 5.192
H: -4.274 0.737 3.202
H: -4.359 -0.349 1.809
H: -5.282 -2.058 3.127
H: -5.342 -0.934 4.492
H: -3.445 -3.551 2.870
H: -2.029 -3.376 3.910
H: -2.596 -1.902 1.407
H: -1.130 -1.847 2.404
H: -2.245 0.793 4.542
H: -1.001 -0.422 4.230
H: -3.450 -0.715 5.903
H: -2.092 -1.839 5.762
Br: -3.787 -5.001 -3.913
C: -2.320 -4.022 -3.209
C: -1.056 -4.194 -3.744
C: -0.029 -3.425 -3.228
C: -0.314 -2.531 -2.204
N: -1.530 -2.392 -1.674
C: -2.521 -3.131 -2.170
H: -0.889 -4.905 -4.544
H: 0.980 -3.507 -3.615
H: 0.455 -1.877 -1.817
H: -3.504 -3.005 -1.722

Summary:
Charge ... -2
E ... -208797.8547 eV
E_LUMO ... 2.7 eV



2.
ORCA calculation (ωB97M-V with the def2-TZVPD basis set) on a 12-piece molecular cluster, C34H72Br10N4O13 overall.

Geometry (Å):
C: 22.109 11.460 -8.424
C: 23.242 11.328 -9.439
O: 24.432 10.775 -8.893
C: 24.703 9.489 -8.787
O: 24.001 8.613 -9.213
O: 25.877 9.260 -8.069
C: 26.716 10.397 -7.688
H: 21.305 12.083 -8.817
H: 22.597 11.929 -7.570
H: 21.681 10.486 -8.188
H: 23.493 12.188 -10.060
H: 22.945 10.612 -10.205
H: 27.628 10.206 -7.123
H: 26.167 11.005 -6.970
H: 26.932 10.991 -8.577
C: 17.847 10.324 -4.351
C: 18.329 10.716 -5.711
O: 17.490 11.802 -6.083
C: 17.645 12.447 -7.274
O: 18.565 12.184 -8.086
O: 16.699 13.419 -7.359
C: 16.873 14.318 -8.441
H: 16.865 9.852 -4.388
H: 17.596 11.117 -3.647
H: 18.539 9.580 -3.957
H: 18.014 10.046 -6.511
H: 19.401 10.885 -5.810
H: 16.436 15.209 -7.990
H: 16.298 13.947 -9.289
H: 17.874 14.611 -8.759
C: 12.229 8.816 -0.186
C: 13.604 8.074 -0.182
O: 13.842 7.420 -1.440
C: 15.062 7.271 -2.023
O: 16.066 7.703 -1.495
O: 14.902 6.643 -3.227
C: 16.119 6.297 -3.982
H: 11.377 8.170 0.024
H: 11.971 9.391 -1.075
H: 12.248 9.428 0.716
H: 13.561 7.280 0.564
H: 14.404 8.712 0.195
H: 16.010 5.369 -4.544
H: 16.976 6.173 -3.320
H: 16.445 7.079 -4.668
C: 20.606 5.166 -8.030
N: 20.338 6.466 -7.374
C: 21.216 7.649 -7.655
C: 19.237 6.589 -6.566
O: 18.944 7.629 -5.941
H: 21.229 5.260 -8.919
H: 19.695 4.583 -8.170
H: 21.174 4.565 -7.320
H: 21.136 7.843 -8.725
H: 20.919 8.505 -7.048
H: 22.277 7.407 -7.581
H: 18.752 5.642 -6.283
C: 16.021 8.766 -8.164
N: 15.637 9.539 -9.387
C: 14.179 9.621 -9.505
C: 16.569 10.279 -10.077
O: 16.297 11.000 -11.075
H: 15.448 7.846 -8.049
H: 15.733 9.336 -7.281
H: 17.096 8.647 -8.029
H: 13.874 10.289 -10.311
H: 13.829 8.600 -9.655
H: 13.755 9.988 -8.570
H: 17.576 10.213 -9.639
C: 22.601 8.949 -4.419
N: 23.878 9.273 -3.837
C: 24.596 10.182 -4.740
C: 24.279 8.879 -2.606
O: 25.343 9.283 -2.196
H: 22.597 8.726 -5.486
H: 21.877 9.726 -4.173
H: 22.201 8.098 -3.868
H: 24.092 11.141 -4.854
H: 25.623 10.403 -4.448
H: 24.839 9.739 -5.706
H: 23.667 8.176 -2.020
C: 22.528 1.829 -12.243
N: 21.693 1.753 -11.050
C: 21.893 0.684 -10.172
C: 20.646 2.636 -10.829
O: 19.848 2.670 -9.815
H: 22.315 2.617 -12.965
H: 22.461 0.906 -12.820
H: 23.589 1.756 -12.007
H: 21.437 0.879 -9.202
H: 21.444 -0.182 -10.658
H: 22.978 0.596 -10.111
H: 20.439 3.226 -11.735
Br: 14.556 5.248 -7.240
C: 14.894 3.435 -8.037
C: 16.395 3.071 -7.969
Br: 16.800 2.999 -6.052
H: 14.496 3.447 -9.052
H: 14.282 2.756 -7.443
H: 17.047 3.801 -8.448
H: 16.589 2.119 -8.462
Br: 23.459 5.371 -5.010
C: 24.938 6.267 -5.962
C: 26.272 5.466 -5.713
Br: 27.879 6.513 -6.405
H: 24.825 7.310 -5.666
H: 24.647 6.170 -7.008
H: 26.208 4.466 -6.140
H: 26.419 5.426 -4.633
Br: 21.653 6.697 -12.378
C: 21.128 8.463 -13.241
C: 21.358 9.450 -12.158
Br: 19.845 9.301 -10.916
H: 20.048 8.508 -13.383
H: 21.589 8.537 -14.226
H: 21.310 10.479 -12.516
H: 22.265 9.175 -11.619
Br: 20.155 4.158 -4.225
C: 20.376 5.647 -2.961
C: 21.482 5.421 -1.900
Br: 21.690 6.828 -0.617
H: 19.395 5.822 -2.520
H: 20.595 6.580 -3.481
H: 22.411 5.397 -2.469
H: 21.347 4.471 -1.383
Br: 23.777 3.506 -8.200
C: 24.512 2.256 -6.883
C: 24.328 0.860 -7.413
Br: 24.991 -0.447 -6.092
H: 24.041 2.396 -5.910
H: 25.571 2.499 -6.795
H: 24.758 0.699 -8.401
H: 23.261 0.706 -7.570

Summary:
SMILES string ... CCOC(=O)OC.CCOC(=O)OC.CCOC(=O)OC.CN(C)C=O.CN(C)C=O.CN(C)C=O.CN(C)C=O.BrCCBr.BrCCBr.BrCCBr.BrCCBr.BrCCBr
E ... -769426.4799 eV
E_LUMO ... 0.2 eV



3.
ORCA calculation (ωB97M-V with the def2-TZVPD basis set) on one molecule with the formula C6H4N4.

Geometry (Å):
N: 1.891 2.663 -1.313
C: 1.594 1.641 -1.034
C: 1.051 0.301 -0.877
C: 0.033 0.124 0.228
N: 0.174 0.849 1.388
C: -0.941 -0.874 0.191
C: -1.618 -1.384 1.350
N: -2.118 -1.847 2.299
C: -1.326 -1.554 -1.043
N: -1.502 -1.822 -2.123
H: 0.654 -0.066 -1.781
H: 1.835 -0.398 -0.751
H: -0.686 0.931 2.011
H: 0.959 1.437 1.455

Summary:
SMILES string ... N#CCC(N)=C(C#N)C#N
E ... -12245.2680 eV
E_LUMO ... -0.4 eV



4.
ORCA calculation (ωB97M-V with the def2-TZVPD basis set) on one molecule with the formula C5H7NO.

Geometry (Å):
C: -1.666 0.009 0.598
N: -0.652 0.025 -0.463
C: -0.087 -1.254 -0.596
C: 1.243 -1.198 -0.382
C: 1.588 0.189 -0.162
C: 0.422 0.883 -0.246
O: 0.151 2.206 -0.145
H: -2.262 0.920 0.630
H: -1.154 -0.131 1.563
H: -2.315 -0.854 0.434
H: -0.751 -2.080 -0.812
H: 1.918 -2.041 -0.372
H: 2.575 0.592 0.022
H: 0.993 2.673 -0.062

Summary:
SMILES string ... Cn1cccc1O
E ... -8835.0512 eV
E_LUMO ... 0.8 eV



5.
ORCA calculation (ωB97M-V with the def2-TZVPD basis set) on C34H41BN7O5PPbS as an isolated structure.

Geometry (Å):
Pb: 0.882 0.719 1.795
O: -1.380 1.772 0.475
C: -2.080 1.253 -0.347
C: -3.501 1.334 -0.673
C: -4.588 2.019 -0.148
C: -5.821 1.778 -0.731
C: -5.948 0.886 -1.792
C: -4.853 0.216 -2.326
C: -3.614 0.445 -1.757
P: -1.734 0.032 -1.777
C: -1.352 0.841 -3.353
C: -1.639 0.278 -4.587
C: -1.206 0.925 -5.734
C: -0.510 2.120 -5.643
C: -0.251 2.691 -4.406
C: -0.667 2.049 -3.257
C: -1.904 -1.771 -1.639
C: -2.739 -2.232 -0.627
C: -2.885 -3.591 -0.423
C: -2.217 -4.487 -1.242
C: -1.389 -4.025 -2.253
C: -1.221 -2.665 -2.453
H: -4.471 2.687 0.690
H: -6.703 2.277 -0.355
H: -6.929 0.707 -2.208
H: -4.983 -0.472 -3.148
H: -2.166 -0.665 -4.640
H: -1.406 0.491 -6.702
H: -0.149 2.600 -6.540
H: 0.286 3.624 -4.336
H: -0.445 2.454 -2.279
H: -3.264 -1.521 -0.006
H: -3.516 -3.945 0.378
H: -2.342 -5.549 -1.086
H: -0.866 -4.727 -2.885
H: -0.553 -2.307 -3.221
C: 0.021 2.026 5.552
C: -0.917 1.228 4.652
C: -2.352 1.238 5.172
O: -0.894 1.784 3.320
C: -0.363 -0.246 4.607
O: -0.887 -1.092 5.308
O: 0.643 -0.424 3.856
H: -0.259 3.082 5.567
H: 1.042 1.934 5.184
H: -0.025 1.640 6.566
H: -2.665 2.246 5.441
H: -2.407 0.590 6.043
H: -3.021 0.846 4.408
H: -0.588 2.697 3.382
N: 2.163 5.969 -0.636
C: 2.323 4.623 -0.733
C: 1.462 3.717 -0.085
N: 1.634 2.418 -0.194
C: 2.629 1.981 -0.967
C: 3.438 2.872 -1.648
N: 3.302 4.182 -1.525
H: 1.711 6.310 0.196
H: 2.950 6.506 -0.966
H: 0.647 4.060 0.536
H: 2.751 0.914 -1.040
H: 4.233 2.536 -2.300
C: 4.252 -1.762 0.075
N: 3.570 -2.861 0.737
C: 3.740 -4.121 0.036
C: 2.310 -2.549 1.229
O: 1.723 -1.524 0.859
N: 1.788 -3.413 2.121
C: 2.588 -4.321 2.909
C: 0.425 -3.245 2.579
H: 5.311 -2.010 0.003
H: 4.125 -0.859 0.668
H: 3.856 -1.580 -0.927
H: 3.502 -3.998 -1.028
H: 3.084 -4.885 0.444
H: 4.777 -4.451 0.123
H: 3.646 -4.143 2.731
H: 2.348 -5.363 2.678
H: 2.380 -4.153 3.969
H: -0.141 -2.699 1.827
H: 0.378 -2.683 3.515
H: -0.016 -4.232 2.727
B: 2.091 -1.149 -2.922
C: 1.043 -0.554 -2.001
N: 0.070 -0.131 -1.494
H: 1.572 -0.872 -3.975
H: 3.165 -0.652 -2.829
H: 2.099 -2.327 -2.718
S: 3.056 4.925 2.838
C: 2.602 3.419 2.734
N: 2.208 2.313 2.625

Summary:
E ... -82639.8471 eV
E_LUMO ... -1.1 eV



6.
ORCA calculation (ωB97M-V with the def2-TZVPD basis set) on a 2-piece molecular cluster, C5H13O2 overall.

Geometry (Å):
C: -0.482 -1.941 0.409
O: -0.196 -3.219 0.184
C: 0.775 -0.981 0.089
C: 1.051 0.208 1.007
C: 0.271 1.538 0.791
C: -1.235 1.185 0.681
H: -0.737 -1.750 1.497
H: -1.282 -1.459 -0.199
H: 1.626 -1.656 0.153
H: 0.661 -0.671 -0.959
H: 0.758 -0.159 2.008
H: 2.121 0.422 1.106
H: 0.509 2.153 1.657
H: 0.769 1.929 -0.097
H: -1.460 0.401 1.390
H: -1.818 2.095 0.871
H: -1.398 1.016 -0.381
H: -0.824 2.244 -2.181
H: 0.615 1.995 -2.274
O: -0.094 2.456 -2.766

Summary:
Charge ... -1
E ... -9489.8270 eV
E_LUMO ... 3.6 eV



7.
ORCA calculation (ωB97M-V with the def2-TZVPD basis set) on a 7-piece molecular cluster, C15H33I2O9P overall.

Geometry (Å):
C: -0.433 -4.640 1.711
C: 0.753 -3.747 1.130
I: 1.583 -2.254 2.524
C: 1.283 -3.848 -0.191
I: 0.504 -5.261 -1.635
C: 2.478 -2.864 -0.572
C: 2.282 -1.819 -1.526
P: 0.606 -1.642 -2.380
C: 0.997 -1.869 -4.241
C: -0.173 0.057 -2.104
C: 3.641 -0.981 -1.650
O: 3.895 0.076 -2.248
O: 4.546 -1.807 -0.866
C: 3.991 -2.816 -0.038
O: 4.492 -3.514 0.862
H: -0.813 -5.452 1.009
H: -1.286 -3.931 2.021
H: -0.042 -5.094 2.702
H: 0.311 -2.644 -4.722
H: 1.029 -0.865 -4.783
H: 2.064 -2.302 -4.302
H: -1.283 -0.026 -2.407
H: 0.268 0.873 -2.797
H: -0.177 0.399 -1.010
C: -1.165 3.701 -1.392
O: -1.311 3.090 -2.667
H: -0.203 3.409 -0.968
H: -1.198 4.785 -1.498
H: -1.969 3.367 -0.730
H: -2.167 3.364 -3.018
C: 0.051 7.159 -0.168
O: -1.008 6.270 0.159
H: 0.162 7.191 -1.252
H: -0.182 8.161 0.200
H: 0.982 6.805 0.280
H: -1.084 6.261 1.122
C: -3.666 -1.022 -0.343
O: -2.276 -1.308 -0.303
H: -3.805 -0.002 -0.701
H: -4.166 -1.716 -1.025
H: -4.091 -1.114 0.660
H: -2.180 -2.214 0.017
C: -4.145 6.493 2.989
O: -4.279 6.805 1.611
H: -5.132 6.512 3.452
H: -3.713 5.495 3.101
H: -3.505 7.234 3.475
H: -3.392 6.781 1.225
C: 5.632 -6.320 -1.206
O: 6.257 -5.047 -1.231
H: 5.979 -6.899 -2.063
H: 5.898 -6.844 -0.285
H: 4.547 -6.200 -1.268
H: 5.933 -4.556 -0.464
C: -2.003 -0.671 4.981
O: -2.143 -0.374 3.600
H: -2.991 -0.668 5.443
H: -1.551 -1.659 5.102
H: -1.378 0.086 5.460
H: -1.255 -0.383 3.216

Summary:
SMILES string ... C/C(I)=C(\I)C1=C(P(C)C)C(=O)OC1=O.CO.CO.CO.CO.CO.CO
E ... -60001.0211 eV
E_LUMO ... -1.4 eV



- Look up the E_LUMO of the sixth one.
  3.6 eV